Model a:
27
Properties=species:S:1:pos:R:3 method="wB97M-V/def2-TZVPD" s_squared=0.765 charge=-1 spin_multiplicity=2 e_homo_ev="0.71 / -2.83" homo_lumo_gap_ev="3.2 / 6.6"
C -0.61352 -1.03904 -1.93358
H 1.46011 2.26210 -1.93374
H 0.13571 1.14581 1.17371
C -0.36227 1.22974 -2.67665
C 0.41824 -2.94258 0.60853
N 2.03089 0.36790 0.06917
H 0.40681 -3.06172 1.69689
H -0.33784 0.41361 2.76360
C 1.83039 -0.83491 0.73251
H 2.51134 1.21841 0.31888
H 1.02217 -3.76635 0.20620
H -1.90857 -0.06820 -3.42947
C 0.89576 -1.62213 0.12095
C -1.89610 1.64001 1.99597
H -0.80237 2.07696 -3.20407
C 1.16208 0.32885 -1.02981
C 0.80945 1.39622 -1.88556
H 2.47002 -1.15182 1.54582
H 0.19923 2.10930 2.54118
H -2.27439 1.82077 2.99800
H -0.61563 -3.12278 0.30288
H -2.09344 2.39860 1.24712
C -0.39143 1.28511 2.11568
H -1.10353 -1.99116 -2.12391
C 0.43225 -0.85816 -1.03283
C -1.06963 0.04335 -2.75786
H -2.31572 0.72210 1.57038


Model b:
27
Properties=species:S:1:pos:R:3 method="wB97M-V/def2-TZVPD" s_squared=0.769 charge=-1 spin_multiplicity=2 e_homo_ev="0.50 / -2.95" homo_lumo_gap_ev="3.3 / 6.6"
H -0.62949 -1.74800 0.24415
H 0.47193 0.66105 3.20628
H -1.84490 1.62215 -1.32636
H -2.42888 2.16426 1.09370
C 2.31150 0.75074 -1.33708
H -1.28474 -1.57179 -2.57188
C -1.70888 -2.03776 -1.68299
H 3.02783 0.36029 -2.07544
H -2.13937 -2.98190 -2.07616
C 0.05696 0.88654 -0.68808
H 2.24484 -0.00195 2.02453
H 0.67392 0.44345 -2.75093
C -0.41471 1.24871 3.00431
C 1.90526 0.26943 1.02046
C -0.48721 1.18175 1.49167
C 2.79379 0.57210 0.00582
H 3.87997 0.39700 0.00797
C -0.63774 -2.42331 -0.61983
H 0.31577 -2.29212 -1.15813
H -0.78034 -3.47862 -0.38702
C 0.51909 0.67392 0.66925
N -1.19015 1.39840 -0.60072
H -1.30274 0.67772 3.27447
C 0.99717 0.72702 -1.73044
H -0.33486 2.25825 3.40880
C -1.52919 1.70600 0.74189
H -2.48484 -1.46332 -1.18825


Ordering by calculated energy gives the sequence model a, model b, with the first entry being the most stable.